No. 1
Density functional theory data (the ωB97M-V functional and the def2-TZVPD basis) for a structure of composition C4H2CsO5 at a distorted geometry.

Cartesian coordinates (Å):
C -1.507 1.953 4.700
O -0.709 2.639 5.162
O -2.372 1.303 4.266
O -1.350 -1.267 -1.439
C -0.306 -1.069 -2.012
O 0.756 -0.652 -1.332
Cs -3.938 -1.359 1.824
H -0.178 -1.101 -3.107
O 2.221 1.285 -2.901
C 2.169 0.451 -2.081
C 2.225 -0.884 -1.870
H 2.989 -1.298 -1.210

Values from the calculation:
**Kohn-Sham gap**: 0.3186 hartree
**Net charge**: +1

natural (NBO) atomic charge list, values in e, 8 entries:
1 C 1.0361
2 O -0.4632
3 O -0.5726
4 O -0.5926
5 C 0.6679
6 O -0.5375
7 Cs 0.9982
8 H 0.1322

No. 2
Density functional theory data (the ωB97M-V functional and the def2-TZVPD basis) for a structure of composition C10H8ClIrN3O5 at a distorted geometry.

Cartesian coordinates (Å):
Ir 0.003 -0.296 -0.394
O -1.550 -1.917 2.188
Cl -0.175 -1.608 2.049
O 0.611 -2.029 3.114
O -0.024 -0.168 1.792
O 0.298 -2.188 0.754
N 3.008 -0.403 -9.822
C 2.671 -0.263 -8.732
C 2.237 -0.154 -7.374
C 1.139 -0.920 -6.962
C 0.744 -0.889 -5.646
C 1.445 -0.091 -4.720
C 2.541 0.680 -5.145
C 2.926 0.654 -6.466
C 1.027 -0.097 -3.383
C 0.645 -0.123 -2.210
H 0.624 -1.533 -7.687
H -0.090 -1.486 -5.302
H 3.077 1.283 -4.425
H 3.764 1.244 -6.809
N -3.317 -1.961 -0.120
C -3.068 -0.881 -0.852
N -3.852 -0.586 -1.896
O -2.109 -0.093 -0.581
H -4.063 -2.601 -0.328
H -2.747 -2.132 0.696
H -4.706 -1.081 -2.086
H -3.694 0.290 -2.363

Values from the calculation:
**Kohn-Sham gap (spin up / spin down)**: 0.2002 / 0.1969 hartree
**Net charge**: +1

natural (NBO) atomic charge list, values in e, 8 entries:
1 Ir 1.3260
2 O -0.7910
3 Cl 2.5421
4 O -0.6885
5 O -0.8213
6 O -0.7772
7 N -0.2163
8 C 0.2357

No. 3
Density functional theory data (the ωB97M-V functional and the def2-TZVPD basis) for a structure of composition C11H21FHgNO6 at a distorted geometry.

Cartesian coordinates (Å):
C 4.311 1.101 1.426
C 4.647 -0.310 0.708
O 4.290 -0.192 -0.707
C 2.909 -0.603 -0.891
C 2.288 -0.055 -2.290
O 1.097 0.727 -2.045
C -0.059 -0.112 -1.847
C -1.368 0.842 -1.915
O -1.254 1.946 -1.000
C -2.368 2.053 -0.091
C -2.337 0.996 1.134
C -0.919 0.840 1.833
O 0.208 0.790 1.274
O -0.924 0.690 3.221
N -2.952 -0.281 0.655
O -4.313 -0.073 0.720
C -2.664 -1.444 1.552
C -1.477 -2.298 0.903
F -3.841 -2.296 1.490
H 4.878 1.915 0.864
H 3.185 1.317 1.321
H 4.611 1.128 2.525
H 4.142 -1.197 1.221
H 5.784 -0.454 0.733
H 2.318 -0.168 0.002
H 2.774 -1.739 -0.864
H 3.075 0.529 -2.887
H 2.025 -0.993 -2.915
H -0.121 -0.989 -2.592
H 0.067 -0.593 -0.799
H -1.354 1.295 -2.980
H -2.340 0.245 -1.843
H -3.330 1.886 -0.700
H -2.454 3.110 0.357
H -3.058 1.424 1.936
H -4.689 0.085 -0.222
H -2.532 -1.186 2.659
H -1.501 -3.411 1.140
H -0.451 -1.822 1.137
H -1.598 -2.198 -0.243
Hg -4.709 -0.504 -1.981

Values from the calculation:
**Kohn-Sham gap**: 0.1000 hartree
**Net charge**: +1

natural (NBO) atomic charge list, values in e, 8 entries:
1 C -0.6439
2 C -0.0849
3 O -0.4771
4 C -0.1091
5 C -0.0982
6 O -0.4504
7 C -0.1029
8 C -0.1107

No. 4
Density functional theory data (the ωB97M-V functional and the def2-TZVPD basis) for the molecule C2H3I2N at a distorted geometry.

Cartesian coordinates (Å):
C -0.447 0.309 -0.279
C 0.281 -0.599 0.711
N 0.003 1.369 -0.700
I -2.305 -0.614 -0.883
I 2.382 -0.829 0.007
H 0.522 -0.034 1.765
H -0.127 -1.666 0.738
H -0.310 2.065 -1.359

Values from the calculation:
**SMILES**: [H]/N=C(\I)CI
**Kohn-Sham gap**: 0.3377 hartree

How positive or negative is each atom? The natural (NBO) charges in e answer that:
1 C 0.1910
2 C -0.6034
3 N -0.6285
4 I 0.0154
5 I 0.0774
6 H 0.2831
7 H 0.2628
8 H 0.4022

No. 5
Density functional theory data (the ωB97M-V functional and the def2-TZVPD basis) for the molecule C20H23ClN2O5.

Cartesian coordinates (Å):
C -2.228 2.588 -0.557
O -2.220 1.652 -1.605
C -1.763 0.397 -1.340
C -1.361 -0.057 -0.098
C -0.884 -1.352 0.059
C -0.818 -2.215 -1.017
C -1.240 -1.769 -2.268
C -1.705 -0.481 -2.447
O -2.124 0.043 -3.631
C -1.963 -0.732 -4.792
H -2.583 -1.635 -4.766
H -2.290 -0.098 -5.616
H -0.916 -1.012 -4.944
H -1.178 -2.447 -3.104
C -0.175 -3.567 -0.883
H -0.675 -4.303 -1.513
H -0.221 -3.905 0.154
C 1.298 -3.462 -1.323
N 1.987 -2.442 -0.574
C 2.031 -1.162 -0.959
O 1.733 -0.721 -2.056
C 2.591 -0.245 0.133
O 3.026 -0.685 1.186
N 2.510 1.037 -0.232
H 2.123 1.175 -1.160
C 3.078 2.165 0.471
H 2.764 3.074 -0.044
C 2.649 2.253 1.941
O 1.296 2.641 2.056
C 0.360 1.830 2.613
C 0.510 0.488 2.943
C -0.540 -0.216 3.509
C -1.758 0.392 3.749
C -1.929 1.727 3.422
C -0.881 2.435 2.867
Cl -1.084 4.107 2.473
H -2.868 2.226 3.600
H -2.572 -0.164 4.186
H -0.397 -1.256 3.764
H 1.435 -0.030 2.748
H 2.859 1.311 2.446
H 3.239 3.047 2.415
H 4.173 2.100 0.449
H 2.229 -2.616 0.394
H 1.812 -4.416 -1.188
H 1.343 -3.165 -2.373
H -0.562 -1.672 1.039
H -1.397 0.589 0.763
H -1.223 2.752 -0.155
H -2.894 2.281 0.257
H -2.598 3.515 -0.992

Values from the calculation:
**SMILES**: COc1ccc(CCNC(=O)C(=O)NCCOc2ccccc2Cl)cc1OC
**Kohn-Sham gap**: 0.3120 hartree

natural (NBO) atomic charge list, values in e, 8 entries:
1 C -0.2506
2 O -0.4850
3 C 0.2546
4 C -0.2501
5 C -0.2502
6 C -0.0231
7 C -0.2917
8 C 0.2851

No. 6
Density functional theory data (the ωB97M-V functional and the def2-TZVPD basis) for a cluster of 3 separate species, C23H28BClO12 in total at a distorted geometry.

Cartesian coordinates (Å):
C 1.245 -0.972 0.570
C 1.996 0.360 0.503
C 1.087 1.570 0.494
Cl 2.141 3.035 0.399
B 0.112 1.783 -0.743
C -1.007 2.907 -0.717
C -1.461 3.443 0.648
C -0.748 4.748 1.070
C -0.135 4.761 2.453
O 0.880 5.393 2.715
O -0.746 4.038 3.425
C 0.203 0.955 -2.094
C -1.004 0.058 -2.339
O -0.830 -1.262 -1.814
C -1.773 -1.633 -0.921
C -2.240 -3.045 -1.049
O -2.196 -0.869 -0.061
H 1.257 -1.438 -0.405
H 0.230 -0.864 0.925
H 1.778 -1.651 1.222
H 2.612 0.435 1.394
H 2.688 0.383 -0.328
H 0.526 1.588 1.423
H -0.626 3.738 -1.308
H -1.856 2.527 -1.276
H -2.508 3.708 0.541
H -1.411 2.692 1.426
H -1.436 5.584 1.018
H 0.066 4.966 0.398
H -1.604 3.739 3.114
H 0.169 1.701 -2.888
H 1.136 0.417 -2.214
H -1.155 -0.051 -3.406
H -1.896 0.521 -1.942
H -2.515 -3.444 -0.086
H -1.497 -3.682 -1.506
H -3.112 -3.053 -1.694
C -2.464 -1.154 3.282
C -3.590 -1.873 3.351
C -4.728 -1.482 4.252
O -5.722 -2.182 4.243
C -4.578 -0.297 5.081
C -3.450 0.422 5.010
C -2.322 0.043 4.092
O -1.343 0.764 4.072
O -3.239 1.514 5.732
O -3.795 -2.975 2.640
H -1.643 -1.422 2.633
H -5.396 -0.033 5.736
H -2.350 1.833 5.486
H -4.686 -3.287 2.883
C 4.267 -3.640 -4.601
C 3.259 -3.044 -3.953
C 3.425 -1.712 -3.279
O 2.446 -1.241 -2.729
C 4.724 -1.070 -3.317
C 5.736 -1.666 -3.963
C 5.566 -2.990 -4.659
O 6.531 -3.452 -5.235
O 6.950 -1.147 -4.042
O 2.045 -3.570 -3.853
H 4.159 -4.597 -5.091
H 4.834 -0.118 -2.815
H 7.481 -1.777 -4.564
H 1.513 -2.933 -3.339

Values from the calculation:
**SMILES**: CC[C@@H](Cl)B(CCCC(=O)O)CCOC(C)=O.O=C1C=C(O)C(=O)C=C1O.O=C1C=C(O)C(=O)C=C1O
**Kohn-Sham gap**: 0.2954 hartree

natural (NBO) atomic charge list, values in e, 8 entries:
1 C -0.6267
2 C -0.4094
3 C -0.5623
4 Cl -0.0442
5 B 1.0522
6 C -0.8274
7 C -0.3946
8 C -0.5377

No. 7
Density functional theory data (the ωB97M-V functional and the def2-TZVPD basis) for the ion C2H5NO2 with charge +1 at a distorted geometry.

Cartesian coordinates (Å):
O -2.173 0.625 0.206
C -1.217 -0.054 0.120
O -1.163 -1.342 0.527
C 0.143 0.484 -0.441
N 1.266 -0.001 0.258
H -0.603 -1.901 -0.030
H 0.146 1.587 -0.344
H 0.157 0.241 -1.510
H 1.223 0.167 1.269
H 2.223 0.194 -0.054

Values from the calculation:
**Multiplicity**: 2
**⟨S²⟩**: 0.7545
**Kohn-Sham gap (spin up / spin down)**: 0.4301 / 0.2232 hartree
**Net charge**: +1

natural (NBO) atomic charge list, values in e, 8 entries:
1 O -0.4262
2 C 0.7716
3 O -0.6494
4 C -0.4237
5 N -0.2576
6 H 0.5009
7 H 0.3434
8 H 0.2838

No. 8
Density functional theory data (the ωB97M-V functional and the def2-TZVPD basis) for a cluster of 2 separate species, C2IN2P in total at a distorted geometry.

Cartesian coordinates (Å):
C -0.330 1.630 0.157
C 1.436 -1.731 0.036
N 0.010 2.646 -0.268
N 2.179 -2.207 -0.663
P -0.836 0.212 1.102
I -2.460 -0.550 -0.363

Values from the calculation:
**Kohn-Sham gap (spin up / spin down)**: 0.2173 / 0.2172 hartree

How positive or negative is each atom? The natural (NBO) charges in e answer that:
1 C -0.1946
2 C 0.0309
3 N -0.1611
4 N -0.5239
5 P 0.6976
6 I 0.1510